[1]
DFT (ωB97M-V/def2-TZVPD) results for a gas-phase ion, C2H2BrO2S (charge -1) at a distorted geometry.

```
! RIJCOSX wB97M-V def2-TZVPD def2/J DEFGRID3
* xyz -1 1
C -0.068 1.573 0.536
C 0.467 0.531 -0.651
H 0.012 -0.406 1.213
O -0.044 1.055 1.649
H -0.183 0.455 -1.419
S 0.345 -1.371 0.264
Br 2.267 0.797 -1.325
O -0.475 2.621 0.108
*
```

Output
- ΔE to the lowest compared entry with this formula, charge and spin: 28.4 kcal per mole
- Calculated total energy: -87080.1191 eV
- SMILES: O=C([O-])[C@H](S)Br
- Highest occupied orbital energy: -0.1763 Ha
- Gap between HOMO and LUMO: 8.138 eV


[2]
DFT (ωB97M-V/def2-TZVPD) results for a molecular structure, C44H45N6SSb2Sc.

```
! RIJCOSX wB97M-V def2-TZVPD def2/J DEFGRID3
* xyz 2 1
H 5.356 -6.212 2.409
H -0.508 -0.855 -4.927
C 2.648 -0.208 2.643
C 2.615 -4.404 0.390
H -3.750 1.504 3.873
H -4.935 0.646 -2.325
H -1.984 -5.521 -0.511
H 0.791 -4.502 -5.029
H -5.429 1.579 -0.079
C 3.089 1.693 7.399
C -0.369 -1.881 7.121
S 0.789 1.448 -1.080
C -0.890 -1.145 4.913
C 0.691 1.689 7.234
H -3.694 -3.741 -0.534
H 3.954 3.316 8.500
C -3.074 0.933 -1.343
H 1.832 -3.924 -0.184
Sb 2.092 -0.661 5.748
H -0.720 1.616 -5.157
H 0.878 -0.708 1.542
C 4.589 -5.705 1.840
C 1.426 -2.023 -1.785
H 0.934 0.719 3.638
H -4.426 2.330 -2.217
H -0.583 -0.672 3.985
H 4.053 1.238 7.194
H -3.623 1.244 -3.366
C 4.560 -5.817 0.459
H 1.694 1.645 -3.579
N -1.262 0.775 -2.801
C 1.917 1.101 6.935
C -3.381 0.989 0.109
H -3.280 -3.344 -4.316
N -1.846 0.646 -1.574
H -2.898 -1.524 4.231
C 2.633 -4.284 1.779
H 5.302 -6.416 -0.051
C -1.821 -4.609 0.050
C 0.265 1.154 -5.102
C -2.490 0.932 2.242
C -0.426 -3.308 1.545
H -1.616 -4.605 -5.606
C -4.070 1.310 -2.379
C -1.883 -2.529 -2.931
C 3.626 -4.946 2.496
C -2.780 -3.607 0.029
C 3.568 -5.168 -0.266
N 0.142 -1.781 -1.582
H -1.626 0.754 2.872
C -1.670 -2.343 7.272
H -3.593 -2.585 6.353
C -0.533 -2.491 -2.586
H 2.234 -1.604 -1.206
H 3.533 -5.278 -1.344
C 1.804 -1.227 1.884
H -3.362 -1.707 0.829
C 0.052 -3.967 -4.447
Sb 1.256 -3.091 2.893
N -2.335 0.734 0.932
H 2.484 1.349 4.112
H 2.337 -1.561 0.991
H 0.329 -2.000 7.942
C -4.764 1.570 1.969
H 3.583 -0.693 2.941
C 0.402 -3.185 -3.352
C -2.190 -1.615 5.049
C -4.609 1.390 0.598
H 2.540 -3.173 -3.121
H -0.315 3.305 8.219
C -1.289 -4.014 -4.762
H 2.940 0.583 1.944
H -1.970 -2.810 8.201
C 0.642 2.858 7.981
N 0.759 1.304 -3.731
C -3.683 1.355 2.805
C -2.579 -2.454 0.771
H -2.625 -1.973 -2.375
C -2.241 -3.296 -4.019
C 0.040 -1.272 5.937
H -1.318 -1.463 2.204
C 0.200 -0.299 -5.541
C 1.967 0.422 3.857
Sc -0.595 -0.279 -0.135
H 1.773 4.355 9.019
C 3.039 2.865 8.140
H -0.129 -0.360 -6.578
H 1.182 -0.768 -5.471
H 3.657 -4.877 3.578
H 0.937 1.724 -5.741
H 0.050 -5.278 0.833
N 1.635 -2.857 -2.808
H -5.716 1.890 2.370
C 1.814 3.447 8.432
C -1.404 -2.307 1.516
C -0.666 -4.466 0.809
H -0.232 1.230 6.900
C -0.001 1.129 -2.655
C -2.583 -2.216 6.236
*
```

Output
- ΔE to the lowest compared entry with this formula, charge and spin: 48.1 kcal per mole
- Calculated total energy: -99898.6621 eV
- Highest occupied orbital energy: -0.4508 Ha
- Gap between HOMO and LUMO: 5.864 eV


[3]
DFT (ωB97M-V/def2-TZVPD) results for 2 unconnected molecules or ions with the total composition C4H11N5O3 at a distorted geometry.

```
! RIJCOSX wB97M-V def2-TZVPD def2/J DEFGRID3
* xyz 0 1
H 1.509 -1.130 1.957
H 0.109 -1.655 -0.353
H -1.224 2.082 2.503
H -2.275 0.995 3.247
C 0.729 -0.566 -2.302
H 0.028 1.598 -0.516
H 1.001 2.212 -1.854
N 0.931 -1.871 1.528
N 1.355 0.198 -1.360
C -0.700 -0.205 -2.697
O 1.257 -1.577 -2.763
O -1.313 -0.821 -3.544
H 0.515 -2.396 2.286
O -1.885 -0.271 -0.042
N -1.774 1.228 2.389
H -1.143 0.661 -2.164
N -0.948 0.179 2.035
H -0.229 -0.149 2.662
N 0.000 -1.360 0.603
H 2.286 -0.182 -1.206
C -1.017 -0.455 0.824
C 1.033 1.552 -0.981
H 1.753 1.933 -0.252
*
```

Output
- Calculated total energy: -17917.3699 eV
- SMILES: CNC(=O)C=O.NNC(=O)NN
- Highest occupied orbital energy: -0.3487 Ha
- Gap between HOMO and LUMO: 9.562 eV


[4]
DFT (ωB97M-V/def2-TZVPD) results for 2 unconnected molecules or ions with the total composition C3H9N2O at a distorted geometry.

```
! RIJCOSX wB97M-V def2-TZVPD def2/J DEFGRID3
* xyz 1 1
H 0.383 -0.995 -1.556
H 1.437 0.028 -2.033
H 1.212 -1.360 1.401
O 1.833 2.449 0.251
C 1.173 -0.543 -1.117
C 0.639 -0.381 1.499
N 1.527 1.357 0.141
H -0.470 -0.602 1.524
H -1.808 1.640 0.528
C 0.960 0.258 0.153
H 1.818 -1.476 -1.029
H -1.779 0.217 -0.206
N -1.494 1.186 -0.330
H 0.988 0.134 2.274
H -2.024 1.625 -1.083
*
```

Output
- ΔE to the lowest compared entry with this formula, charge and spin: 131.2 kcal per mole
- Calculated total energy: -8273.3861 eV
- Highest occupied orbital energy: -0.5347 Ha
- Gap between HOMO and LUMO: 7.956 eV


[5]
DFT (ωB97M-V/def2-TZVPD) results for C6H12O in the gas phase.

```
! RIJCOSX wB97M-V def2-TZVPD def2/J DEFGRID3
* xyz 0 1
H 2.974 1.144 0.769
C -0.352 -0.705 0.606
H -1.368 0.656 -2.010
C -1.821 0.690 -1.010
H -1.880 -1.500 -0.744
H 0.205 -1.637 0.583
C -1.678 -0.570 1.270
H 1.271 -0.601 -1.012
H 2.895 -0.596 1.015
C -1.576 -0.587 -0.242
H -1.399 1.548 -0.479
H -1.883 0.394 1.734
H 3.534 0.032 -0.532
C 1.456 0.280 -0.381
H 1.351 1.148 -1.050
H -2.102 -1.421 1.792
C 2.799 0.200 0.257
O 0.478 0.403 0.635
H -2.897 0.845 -1.119
*
```

Output
- ΔE to the lowest compared entry with this formula, charge and spin: 37.9 kcal per mole
- Calculated total energy: -8462.7121 eV
- SMILES: CCO[C@H]1C[C@H]1C
- Highest occupied orbital energy: -0.3351 Ha
- Gap between HOMO and LUMO: 10.264 eV


[6]
DFT (ωB97M-V/def2-TZVPD) results for 2 unconnected molecules or ions with the total composition C2H6O3 at a distorted geometry.

```
! RIJCOSX wB97M-V def2-TZVPD def2/J DEFGRID3
* xyz 0 1
H 1.046 -0.908 -0.118
H -2.845 -0.900 0.175
H 1.408 2.168 0.923
H 0.018 -1.222 -1.485
O 2.223 1.591 1.026
H 1.938 0.667 0.884
O -2.072 -1.219 -0.328
O -1.276 0.370 0.969
C -1.035 -0.418 0.086
H 0.373 0.348 -1.411
C 0.223 -0.478 -0.721
*
```

Output
- ΔE to the lowest compared entry with this formula, charge and spin: 18.4 kcal per mole
- Calculated total energy: -8313.7084 eV
- SMILES: CC(=O)O.O
- Highest occupied orbital energy: -0.3994 Ha
- Gap between HOMO and LUMO: 11.425 eV


[7]
DFT (ωB97M-V/def2-TZVPD) results for 2 unconnected molecules or ions with the total composition C5H8O2 at a distorted geometry.

```
! RIJCOSX wB97M-V def2-TZVPD def2/J DEFGRID3
* xyz 0 1
H 0.586 0.399 1.258
C -0.119 0.000 -1.778
C 2.623 0.613 1.563
C 1.540 -0.105 1.383
H 0.285 0.853 -1.225
C -1.742 -0.282 0.110
O 3.583 1.258 1.735
H -1.371 -1.777 -1.257
H -2.466 -0.874 0.667
C -1.117 -0.763 -0.958
H 0.715 -0.646 -2.073
H 1.628 -1.183 1.328
H -2.067 1.142 1.350
H -0.582 0.382 -2.696
O -1.496 0.981 0.592
*
```

Output
- ΔE to the lowest compared entry with this formula, charge and spin: 45.6 kcal per mole
- Calculated total energy: -9407.8531 eV
- SMILES: C/C=C\O.C=C=O
- Highest occupied orbital energy: -0.3274 Ha
- Gap between HOMO and LUMO: 9.525 eV


[8]
DFT (ωB97M-V/def2-TZVPD) results for C5H8N2 in the gas phase.

```
! RIJCOSX wB97M-V def2-TZVPD def2/J DEFGRID3
* xyz 0 1
H 1.783 0.961 -1.369
H -1.821 0.101 -1.203
H 1.765 0.141 1.334
N -2.361 -1.739 1.390
C -1.859 -1.131 0.547
H 0.338 -0.820 1.802
H 0.250 0.945 1.720
H 0.188 -1.976 -0.622
C 0.799 1.264 -0.983
H 0.163 1.535 -1.833
C 0.678 0.056 1.242
C 0.221 0.091 -0.206
N 0.022 -1.074 -1.063
C -1.162 -0.418 -0.509
H 0.937 2.147 -0.346
*
```

Output
- ΔE to the lowest compared entry with this formula, charge and spin: 30.6 kcal per mole
- Calculated total energy: -8293.6700 eV
- SMILES: CC1(C)N[C@H]1C#N
- Highest occupied orbital energy: -0.3695 Ha
- Gap between HOMO and LUMO: 10.965 eV


Q: Number 5 is which compound?
A: C6H12O


Q: Among the records above, which one has the highest gap between HOMO and LUMO?
A: C2H6O3


Q: The highest calculated total energy belongs to which entry?
A: C3H9N2O


Q: Which of these has the lowest calculated total energy?
A: C44H45N6SSb2Sc